The following is a quantum chemistry calculation of a structure of composition C5H9N3, from the Open Molecules 2025 dataset.

The calculation puts the frontier orbital gap at 9.27 eV. The calculation puts the energy above the lowest of the compared OMol25 structures with the same formula, charge and spin at 834.2 kJ/mol.

Cartesian coordinates (Å):
C (1.963180, -0.935888, 0.145014)
C (0.317621, 0.886464, -0.363167)
C (1.331691, 1.774298, -0.149332)
C (-0.358629, -1.309484, -0.242017)
C (-2.423791, -0.146277, 0.289637)
H (1.978941, -2.110489, 0.495775)
H (2.247016, -0.905352, -1.150630)
H (2.665401, 0.000851, 0.950130)
H (-0.783183, 1.254887, -0.172796)
H (2.176195, 1.199731, 0.121812)
H (1.332490, 2.867073, 0.169920)
H (0.033726, -2.450869, -0.226177)
H (-2.446949, -0.048258, 1.506299)
H (-3.559776, 0.962421, -1.194629)
N (0.690990, -0.464277, 0.128848)
N (-1.587694, -1.144268, -0.401073)
N (-3.577224, 0.569434, 0.092380)

Forces on atoms 1 to 2 (eV/Å):
4.2 -0.6 -1.3
0.9 2.6 3.9

These are the natural (NBO) partial charges, in e, on atoms 1 to 8: atom 1 (C): -0.412, atom 2 (C): -0.061, atom 3 (C): -0.409, atom 4 (C): 0.370, atom 5 (C): 0.184, atom 6 (H): 0.247, atom 7 (H): 0.195, atom 8 (H): 0.224